ORCA calculation (ωB97M-V/def2-TZVPD) on a cluster of 9 separate species, C22H48BrCl16O5P in total.

Results
Orbital gap (eV): 8.71
Calculated total energy (Ha): -11521.5305
F_max (eV/A): 0.9
Highest occupied orbital energy (eV): -8.3

Structure (XYZ):
```
93
Properties=species:S:1:pos:R:3:forces:R:3:lowdin_charge:R:1
C 3.708654 0.079687 0.560129 0.07 -0.37 -0.21 -0.08
C 3.039341 -0.367056 -0.728328 0.12 0.23 0.08 -0.29
O 1.706338 -0.699028 -0.429799 0.08 -0.21 0.15 -0.18
C 0.937173 -1.130831 -1.536583 0.11 -0.05 -0.24 -0.18
C -0.087090 -0.066599 -1.963230 0.23 0.35 -0.42 -0.20
O -1.455035 -0.362047 -1.852349 0.07 -0.21 0.15 -0.33
P -2.520460 -0.578479 -0.523203 0.10 -0.01 0.01 0.89
C -3.894285 0.206252 -1.518994 0.25 0.38 -0.10 -0.27
O -3.492212 1.152833 -2.490111 0.31 -0.13 0.07 -0.21
C -4.256186 2.338078 -2.466135 -0.18 -0.10 0.15 -0.14
C -1.589689 0.666121 0.498965 -0.01 0.46 0.30 -0.30
O -0.439725 0.125162 1.085861 -0.14 -0.29 0.01 -0.24
C 0.112161 0.957383 2.072755 0.22 0.02 0.04 -0.09
C -2.406600 -2.417239 -0.733593 -0.11 -0.34 -0.62 -0.21
C -1.691609 -3.341695 0.242918 -0.08 -0.09 0.17 -0.43
C -1.502839 -4.734332 -0.397241 0.02 0.00 0.15 -0.03
O -0.432230 -2.778055 0.616809 -0.19 -0.32 -0.80 -0.09
C -3.743702 -0.738639 1.028013 -0.30 0.03 0.04 -0.72
Br -5.412615 -1.733601 0.632680 -0.05 -0.06 -0.01 0.69
C -3.097435 -1.179156 2.359144 0.05 0.02 0.33 -0.32
C -3.678388 -2.364618 3.141969 0.16 0.15 0.02 -0.16
H 3.712426 -0.748152 1.278074 -0.04 0.15 -0.05 0.08
H 3.182300 0.932422 0.989271 0.04 0.00 -0.02 0.04
H 4.741938 0.359336 0.346482 -0.07 0.06 0.13 0.03
H 3.574050 -1.228997 -1.155704 -0.04 -0.02 0.04 0.12
H 3.080982 0.440727 -1.475797 0.00 -0.03 0.03 0.10
H 0.466825 -2.080058 -1.276528 -0.07 0.18 -0.02 0.10
H 1.610638 -1.320942 -2.384676 -0.06 -0.01 0.07 0.12
H 0.194050 0.857058 -1.437077 -0.14 -0.07 0.10 0.12
H 0.065348 0.147084 -3.030050 -0.09 -0.03 0.11 0.12
H -4.416330 -0.613376 -2.016323 -0.20 -0.06 0.15 0.10
H -4.555536 0.695798 -0.803151 -0.19 -0.19 -0.02 0.07
H -3.926607 2.963887 -3.289754 0.10 -0.07 0.00 0.02
H -4.112686 2.887029 -1.526659 -0.06 -0.03 -0.02 0.06
H -5.326847 2.129666 -2.596421 0.04 0.04 0.00 0.09
H -1.330205 1.485017 -0.183413 0.02 -0.04 -0.08 0.05
H -2.241574 1.097606 1.273063 -0.03 -0.09 -0.10 0.09
H 0.297038 1.970794 1.695694 -0.03 0.02 -0.02 0.09
H -0.541463 1.014048 2.953661 -0.02 0.06 -0.05 0.09
H 1.065221 0.510977 2.362865 -0.08 0.02 -0.03 0.09
H -3.439387 -2.776685 -0.811400 0.07 0.09 0.04 0.05
H -1.961230 -2.565261 -1.723449 -0.03 0.15 0.21 0.10
H -2.303919 -3.490238 1.131709 0.03 0.24 0.07 0.11
H -1.956723 -5.517235 0.215903 0.04 0.06 -0.06 0.08
H -0.436780 -4.950465 -0.467742 -0.01 0.03 -0.07 0.04
H -1.940823 -4.794203 -1.394833 0.02 0.02 0.03 0.08
H -0.368463 -2.733794 1.559108 0.10 0.10 0.79 0.08
H -4.150315 0.263187 1.191980 0.02 -0.13 -0.15 0.04
H -3.158018 -0.317649 3.036827 0.13 -0.08 -0.08 0.11
H -2.028228 -1.333693 2.183760 -0.07 -0.09 0.02 0.08
H -4.666173 -2.126555 3.536350 -0.01 -0.05 -0.08 0.06
H -3.764192 -3.272326 2.548038 -0.05 0.01 -0.05 0.04
H -3.027288 -2.585576 3.994026 -0.05 0.05 -0.08 0.08
Cl 4.384091 2.707273 -3.428205 -0.02 -0.01 0.01 0.51
C 6.063531 2.247466 -3.129496 0.02 0.01 -0.01 -1.02
Cl 6.379484 1.919843 -1.420509 0.02 0.02 -0.01 0.52
H 6.277867 1.347778 -3.692331 -0.02 -0.02 0.00 0.02
H 6.700783 3.065324 -3.441167 0.00 0.02 0.01 0.02
Cl 4.832031 -4.686853 1.820421 -0.05 0.02 -0.04 0.49
C 3.860132 -5.067581 0.386547 0.02 -0.05 -0.03 -1.04
Cl 2.255939 -4.336960 0.449404 0.01 0.10 0.02 0.56
H 4.377370 -4.679879 -0.482807 0.01 0.02 0.00 0.02
H 3.752925 -6.142630 0.323763 -0.02 -0.03 0.01 -0.02
Cl 6.355335 -3.296688 4.563764 0.02 0.03 0.04 0.48
C 7.501668 -4.542480 5.070765 0.02 0.00 -0.03 -1.03
Cl 6.772743 -5.725754 6.162184 0.00 -0.01 0.01 0.50
H 7.846946 -5.062806 4.186017 -0.02 -0.02 -0.01 0.02
H 8.321965 -4.061396 5.588158 0.00 0.01 0.02 0.02
Cl -1.898928 4.045040 -0.088713 0.04 0.04 0.06 0.58
C -2.161666 5.691626 -0.664132 -0.07 0.01 -0.05 -1.02
Cl -1.076819 6.854397 0.114811 0.03 -0.01 -0.04 0.54
H -1.973918 5.711870 -1.730693 0.05 0.01 0.00 0.00
H -3.184474 5.973929 -0.442749 0.00 0.00 0.03 0.02
Cl 2.177903 -6.749242 -2.428473 0.06 0.00 0.05 0.52
C 3.577645 -7.706448 -2.925915 -0.04 -0.03 -0.10 -1.01
Cl 4.450195 -8.410193 -1.556749 -0.01 0.03 0.03 0.51
H 3.229749 -8.518218 -3.552105 -0.01 -0.01 0.00 0.02
H 4.257755 -7.060729 -3.466992 0.02 0.02 0.02 0.02
Cl 4.566576 3.639894 1.498046 0.02 0.03 -0.04 0.51
C 3.737524 3.736853 3.053627 -0.01 -0.06 0.01 -1.03
Cl 2.617811 5.103220 3.140994 -0.01 0.00 0.00 0.50
H 3.169704 2.824562 3.191499 -0.02 -0.01 -0.01 0.01
H 4.480861 3.854011 3.831997 0.01 0.03 0.00 0.02
Cl -4.717416 9.588213 1.785946 0.00 0.00 0.00 0.50
C -3.459480 8.523986 2.431169 -0.02 -0.03 -0.02 -1.04
Cl -4.128013 7.198542 3.392646 0.00 -0.01 0.01 0.50
H -2.918795 8.091132 1.599528 0.02 0.05 0.01 -0.05
H -2.806991 9.111384 3.064631 -0.01 0.01 0.02 0.03
Cl -4.972299 3.858658 -5.747782 -0.02 0.06 -0.03 0.54
C -5.283203 5.469897 -5.096308 -0.02 0.01 -0.04 -1.00
Cl -4.313794 5.820500 -3.652243 -0.03 0.03 -0.02 0.53
H -5.030267 6.201141 -5.853372 0.03 0.00 0.00 0.02
H -6.328570 5.536221 -4.822793 0.00 -0.02 0.03 0.03
```
Forces are in eV/Å.